<i>
One molecule with the formula C6H7NS, computed with wB97M-V/def2-TZVPD.

Output
LUMO energy (eV): -2.6
HOMO level (Eh): -0.2635
Molar mass (g/mol): 125.20

```
! RIJCOSX wB97M-V def2-TZVPD def2/J DEFGRID3
* xyz 0 1
H -0.94121 -0.55856 1.03565
C -0.74204 0.21018 0.25308
H 3.29653 -2.81567 -1.35571
C -1.35511 1.45123 0.70523
H -2.35847 0.49093 2.31531
C 2.98516 -2.10929 -2.10401
C 1.26454 -0.73161 -1.14778
N 2.13414 -1.12168 -2.00014
H -2.66233 2.37015 2.21566
H -1.23716 2.35778 0.16994
H -1.11004 1.60850 2.52388
C 0.53252 0.02330 -0.49170
H -1.40123 0.06020 -0.61189
C -2.02319 1.47196 2.05930
S 3.61788 -2.70740 -3.56683
*
```

=====

<ii>
One molecule with the formula C6H7NS, computed with wB97M-V/def2-TZVPD.

Output
LUMO energy (eV): 0.1
HOMO level (Eh): -0.2979
Structure (SMILES): [H]/N=C1\C(=C)SC=C1C
Molar mass (g/mol): 125.20

```
! RIJCOSX wB97M-V def2-TZVPD def2/J DEFGRID3
* xyz 0 1
C -0.47265 -0.45563 0.07835
H 1.99096 1.79438 0.23211
H -1.88462 -1.84183 -0.12310
C 0.94950 -0.02896 0.13007
C 1.07610 1.31440 0.05452
H 2.49025 -1.43204 -0.42544
H -3.06361 -0.21772 -0.56538
H -3.17275 1.67728 -0.62664
C -2.53963 0.77629 -0.48735
N -0.85428 -1.65225 0.14261
H 2.89053 -0.27008 0.74040
C 2.10784 -0.98480 0.44203
S -0.31418 2.22384 -0.38869
H 2.03939 -1.66610 1.21315
C -1.24285 0.76323 -0.41662
*
```

=====

<iii>
One molecule with the formula C6H7NS, computed with wB97M-V/def2-TZVPD.

Output
LUMO energy (eV): 0.5
HOMO level (Eh): -0.2864
Structure (SMILES): S/C=C\c1ccc[nH]1
Molar mass (g/mol): 125.20

```
! RIJCOSX wB97M-V def2-TZVPD def2/J DEFGRID3
* xyz 0 1
C 0.48791 0.06391 0.47132
H -0.21490 -0.00130 -1.58946
H -0.61473 -1.07223 2.00528
C 0.87486 1.77196 -0.97766
C -1.10025 -2.08931 0.33512
C -0.38731 -1.08422 0.87035
H -1.62310 -3.22273 -1.91688
H 0.45077 1.54241 2.28348
N 0.76883 0.31267 -0.86377
S -0.67495 -2.28513 -1.31984
C 0.60953 1.22931 1.22149
H 1.15451 3.34130 0.56050
H 1.27974 2.17251 -1.90641
C 1.03004 2.18929 0.23873
H -2.04092 -2.86846 0.58773
*
```

=====

Relative calculated energies, zero for the most stable structure, unit hartree: <i> 0.1983; <ii> 0.0000; <iii> 0.0887.

=====

<i>
One molecule with the formula C3H4ClFO, computed with wB97M-V/def2-TZVPD.

Output
LUMO energy (eV): 0.7
HOMO level (Eh): -0.3402
Structure (SMILES): OC/C=C(/F)Cl
Molar mass (g/mol): 110.52

```
! RIJCOSX wB97M-V def2-TZVPD def2/J DEFGRID3
* xyz 0 1
H 1.54901 0.59979 -0.87398
C -1.57858 -0.00640 -0.03022
Cl -1.82619 -1.69781 0.00464
C -0.44059 0.66606 0.00887
O 1.10231 -1.22603 0.01811
H -0.60101 1.77977 0.05599
F -2.72322 0.64937 0.00620
H 2.03558 -1.48725 -0.07410
C 0.98198 0.15982 -0.00460
H 1.50071 0.56269 0.88908
*
```

=====

<ii>
A 2-piece molecular cluster, C3H4ClFO overall, computed with wB97M-V/def2-TZVPD.

Output
LUMO energy (alpha / beta) (eV): -0.1 / -0.8
HOMO level (alpha / beta) (Eh): -0.3583 / -0.3377
Molar mass (g/mol): 110.51

```
! RIJCOSX wB97M-V def2-TZVPD def2/J DEFGRID3
* xyz 0 1
C 0.91307 0.56292 -1.15593
H 0.62037 1.54504 -0.82542
Cl 0.87156 0.35134 -2.88076
F 0.77476 -1.73618 -0.85456
O 1.94866 0.14946 -0.27985
C -1.45679 -0.07421 1.54047
H -1.83110 0.71127 0.91093
H -1.39216 -1.14569 1.27799
H -1.21575 0.18565 2.54624
C 0.76739 -0.54959 -0.27910
*
```

=====

Relative calculated energies, zero for the most stable structure, unit hartree: <i> 0.0000; <ii> 0.1618.

=====

<i>
An isolated ion of composition C6H13N2S and charge +1, computed with wB97M-V/def2-TZVPD.

Output
LUMO energy (eV): -4.4
HOMO level (Eh): -0.4341
Structure (SMILES): CC(=[N+]=CC[S-])[NH+](C)C
Molar mass (g/mol): 145.25

```
! RIJCOSX wB97M-V def2-TZVPD def2/J DEFGRID3
* xyz 1 1
C -0.77953 -1.55465 1.04215
C -2.34226 -0.15102 -0.06689
C 1.69115 1.13815 1.04331
H -2.59664 0.69687 -0.84059
H -1.66496 -2.37387 1.19520
H -1.03969 -1.46169 -0.94597
H -0.78277 -0.96977 2.06445
H -2.49237 0.27702 0.88728
C -0.03374 0.35316 -0.37222
H -0.81955 0.65275 -2.50176
H -3.04708 -0.98011 -0.22097
H 0.93511 1.08346 -2.39681
S 2.13966 -1.01419 -0.64281
H 3.15824 -0.21133 1.29423
N 0.51588 0.96154 0.68916
C -0.02749 1.07770 -1.71944
N -0.99231 -0.70253 -0.14101
H 3.56482 0.92521 0.01574
H 2.01054 1.92156 1.90436
C 2.75340 0.30763 0.36023
H 0.17425 -2.09930 0.92376
H -0.32466 2.12342 -1.57138
*
```

=====

<ii>
C6H13N2S as an isolated structure, computed with wB97M-V/def2-TZVPD.

Output
LUMO energy (eV): -3.9
HOMO level (Eh): -0.4687
Molar mass (g/mol): 145.25

```
! RIJCOSX wB97M-V def2-TZVPD def2/J DEFGRID3
* xyz 1 1
C -0.20562 -0.30983 0.14831
N 0.69367 -0.88202 1.10462
H -2.73745 0.74692 1.44384
H 3.17598 -2.07350 -0.54352
H -1.55567 0.17993 -2.14780
S 1.58636 2.43235 0.24353
H 2.86596 -2.63708 0.95906
C -1.98085 0.72538 -1.24281
C 2.36718 -2.49757 0.05688
H 0.13720 -1.74946 -1.76679
H 2.42745 -3.47736 -0.35685
H -2.05054 2.27832 1.09053
C 1.19121 -1.67154 0.09021
H 0.84746 1.71507 -0.60617
H -1.80974 1.75543 -1.58292
H 0.80990 -0.48642 2.04777
H 1.21158 3.64073 -0.30179
N 0.34099 -1.26179 -0.83106
C -1.79599 1.23102 1.24918
H -3.03986 0.53806 -1.25054
H -1.21562 1.29107 2.15239
C -1.26359 0.51229 0.04395
*
```

=====

Relative calculated energies, zero for the most stable structure, unit hartree: <i> 0.0637; <ii> 0.0000.

=====

<i>
A 2-piece molecular cluster, C3H11N2S2 overall, computed with wB97M-V/def2-TZVPD.

Output
LUMO energy (eV): -3.2
HOMO level (Eh): -0.4762
Molar mass (g/mol): 139.27

```
! RIJCOSX wB97M-V def2-TZVPD def2/J DEFGRID3
* xyz 1 1
H 0.27010 -1.78944 3.22231
H -0.39111 -0.20953 3.65446
S 2.07200 -1.19473 0.67392
H 0.11891 3.04315 -0.22765
H -0.01323 -0.46781 -0.63980
H -0.52014 -1.47545 -2.71136
C -1.05749 -0.54967 -2.51440
N -0.45271 0.10721 -1.35462
C -0.34946 1.40428 -1.24511
H 0.53724 1.56275 0.60344
H -0.73474 2.00397 -2.05764
H 2.68156 -2.12941 1.41783
N 0.20922 2.03939 -0.24407
H -0.76346 -0.90386 2.06910
H -0.97143 0.09731 -3.38027
H -2.09469 -0.77483 -2.31066
S 1.46021 0.04710 2.20516
C -0.00079 -0.81044 2.83936
*
```

=====

<ii>
A 3-piece molecular cluster, C3H11N2S2 overall, computed with wB97M-V/def2-TZVPD.

Output
LUMO energy (eV): -9.5
HOMO level (Eh): -0.4695
Molar mass (g/mol): 139.27

```
! RIJCOSX wB97M-V def2-TZVPD def2/J DEFGRID3
* xyz 1 1
C -0.06292 -0.08101 1.30378
H 0.00986 -0.25129 -1.41930
H -1.62022 -0.11008 -1.68679
H 1.67971 -0.89701 2.04681
N -0.87485 0.03859 -1.00958
H 0.22342 0.94730 1.06948
S 2.78004 0.32024 -0.20898
H -2.89633 -0.40726 1.64963
N 1.02872 -1.04364 1.28092
H -0.52131 -0.13183 2.28293
H 5.07418 2.63378 -3.61824
H 4.99847 1.89809 -3.65538
C -1.13788 -0.49060 0.29935
H -2.82492 1.00133 0.74751
H 1.60857 -0.97724 0.43839
H -1.17642 -1.58817 0.21206
S -3.73549 -0.79287 -0.36990
C -2.55264 -0.06834 0.63733
*
```

=====

Relative calculated energies, zero for the most stable structure, unit hartree: <i> 0.0000; <ii> 0.3629.